Entry 1:
ORCA calculation (the ωB97M-V functional and the def2-TZVPD basis) on the molecule C22H23N3O.

```
49
Properties=species:S:1:pos:R:3:forces:R:3
O -4.1751 2.3653 2.2235 0.033 0.123 0.100
N -3.2344 1.1370 0.6046 -0.519 -0.030 -0.263
N 1.3283 -1.5936 -5.0816 -0.064 0.045 -0.110
N 0.8682 -1.4497 -2.2125 0.319 -0.310 -0.046
C -0.1626 -0.7842 -1.5720 -0.331 0.117 0.285
C 0.1025 0.8962 4.4278 -0.118 0.309 -0.032
C -0.4150 2.2134 4.3127 0.146 -0.320 0.025
C -2.1956 0.5104 -0.0992 0.359 -0.239 -0.335
C -0.5001 -0.1406 3.6829 -0.169 -0.094 -0.136
C -2.0491 1.4240 2.7115 0.111 0.296 0.487
C 1.7442 1.6899 6.0091 0.037 -0.289 -0.042
C 0.1208 0.2806 -0.7050 0.015 -0.021 -0.090
C 1.1928 0.6654 5.2913 0.159 0.048 0.141
C 0.1752 3.2485 5.0679 0.137 0.078 0.134
C 0.2946 -2.3764 -4.4273 -0.048 -0.093 0.206
C 1.6220 -0.4066 -4.3009 0.094 0.080 0.220
C 0.6228 -2.6703 -2.9536 -0.157 -0.064 -0.268
C 1.9513 -0.7038 -2.8250 0.060 0.233 -0.346
C 2.4963 -2.3547 -5.4680 -0.029 0.012 0.054
C 1.2306 2.9916 5.8975 -0.155 0.242 -0.077
C -1.5039 -1.1690 -1.6866 0.234 -0.046 -0.175
C -0.8700 0.9236 0.0031 -0.172 0.039 -0.194
C -3.2282 1.7020 1.8436 -0.194 0.058 0.031
C -2.4944 -0.5366 -0.9636 -0.007 0.262 0.336
C -1.5471 0.1119 2.8455 0.140 -0.115 0.173
C -1.5047 2.4442 3.4503 -0.262 -0.191 -0.332
H 1.5838 -0.3387 5.3760 0.044 -0.084 0.020
H 3.0605 -2.7887 -4.6307 0.057 -0.037 -0.014
H 0.1534 -3.3078 -4.9787 -0.059 -0.006 -0.017
H 2.1797 -3.1651 -6.1238 0.066 -0.060 -0.028
H 3.1645 -1.7016 -6.0283 0.082 -0.035 -0.026
H -1.7950 -1.9651 -2.3530 0.014 -0.062 -0.081
H -0.6318 -1.7954 -4.4816 -0.050 -0.093 0.030
H 2.1189 0.2339 -2.3003 0.066 -0.054 0.020
H -0.1174 -1.1456 3.7899 0.016 -0.100 0.005
H -3.5209 -0.8562 -1.0762 -0.099 -0.053 0.021
H 2.4502 0.1279 -4.7698 -0.014 0.061 -0.018
H -1.9129 3.4409 3.3634 -0.078 0.087 -0.001
H 1.1391 0.6093 -0.5683 0.096 -0.003 0.017
H -0.6118 1.7522 0.6438 0.046 0.053 0.025
H 2.5790 1.5054 6.6695 0.055 -0.048 0.035
H -2.0074 -0.6914 2.2896 0.008 -0.072 -0.054
H -4.1194 1.2162 0.1178 0.118 0.110 0.186
H 1.5398 -3.2689 -2.9001 -0.084 -0.031 0.011
H -0.1716 -3.2440 -2.4783 0.046 -0.042 0.014
H 1.6778 3.7881 6.4742 0.004 0.079 0.025
H 0.7331 0.2333 -4.3332 0.067 0.071 0.046
H 2.8645 -1.3049 -2.7559 0.008 0.088 0.035
H -0.2256 4.2480 4.9784 -0.027 0.101 0.003
```
Forces are in eV/Å.

The total charge is 0. The calculation puts the relative energy (zero: lowest compared OMol25 entry of this formula, charge and spin) at 16.46 kcal per mole. Its SMILES is CN1CCN(c2ccc(NC(=O)c3ccc4ccccc4c3)cc2)CC1. Its HOMO energy is -7.3 eV. The largest force on an atom comes out at 0.0113 hartree/bohr. As for the frontier orbital gap: 0.2808 hartree.

Entry 2:
ORCA calculation (the ωB97M-V functional and the def2-TZVPD basis) on a structure of composition C22H23N5O in a non-equilibrium geometry.

```
51
Properties=species:S:1:pos:R:3:forces:R:3
O -0.0823 -2.1002 -2.4488 -4.542 -7.880 4.074
N 0.5644 -1.1278 -2.4750 4.648 11.942 -11.964
N -4.8783 1.6667 0.1059 -2.930 -3.693 4.394
N 0.8130 -1.5464 -0.6073 7.547 6.223 12.725
N -4.0408 2.1585 -0.6672 3.878 -2.990 -1.172
N -1.2048 -2.9210 0.9160 -3.356 0.196 -1.067
C 5.0554 -0.6308 0.1369 0.685 -2.722 2.298
C -3.1035 0.8930 -0.8493 -8.418 8.452 3.332
C -1.0430 3.0268 0.4439 -6.810 8.062 3.696
C 0.1656 2.8346 -1.3640 2.556 -5.194 2.488
C 0.1091 -2.3205 -1.0283 -6.508 -9.309 -5.062
C -3.6240 -0.1503 -0.4790 -7.599 -0.960 9.214
C -0.4120 2.2916 1.3067 2.565 -5.598 -0.718
C -0.8372 3.5215 -0.8707 2.622 -4.447 3.443
C 4.8672 1.6975 0.5638 12.511 -0.816 10.432
C 1.0815 -0.6629 -1.4587 3.251 5.039 -3.169
C 5.5027 0.3807 0.9639 -1.180 0.453 -4.811
C -0.3780 -2.9257 2.1195 -1.746 2.059 -4.008
C 0.5169 1.4014 0.5315 0.264 -1.937 8.428
C -2.0538 -1.6815 0.8356 5.077 2.248 0.536
C 1.8090 0.7377 -1.4468 0.875 -2.758 0.584
C -4.7397 0.3336 0.6624 3.014 2.220 -6.199
C 3.7555 1.6671 0.1137 -9.093 -4.116 -7.191
C -0.5749 -3.2616 -0.3420 -5.123 -8.265 2.068
C 3.7466 -0.5315 -0.4488 2.609 -5.732 -3.938
C 3.1074 0.5608 -0.6725 0.126 4.297 2.369
C -3.0065 -1.3185 -0.2629 1.144 -11.688 -2.782
C 0.9022 1.5835 -0.6816 -2.682 5.207 -3.809
H 0.2671 -2.1519 1.9500 2.840 1.862 0.112
H 0.4434 2.8450 -2.3045 1.558 0.923 -4.793
H 5.6357 -1.7194 0.1293 -1.776 2.969 0.042
H -2.4863 1.1068 -1.4373 9.839 2.785 -8.474
H 0.9488 0.5965 1.3340 -0.568 1.435 -2.660
H 6.4198 0.2019 1.4370 1.141 0.514 0.903
H 5.2970 2.5353 1.3198 -1.293 -1.315 -2.367
H -1.8580 3.7639 1.1106 1.653 -1.987 -2.098
H 0.0024 -3.8387 2.0444 2.132 -3.774 1.057
H -0.1033 -4.3259 -0.1041 -0.037 2.259 -0.806
H 3.4946 -1.3586 -1.2129 0.195 0.551 1.724
H -5.6553 2.2292 0.4470 0.264 0.247 -0.193
H -2.6741 -1.6256 -1.3381 0.733 0.358 1.664
H -0.6564 1.8643 2.3559 0.111 1.681 -1.952
H -1.4710 -3.6629 -0.9900 1.578 0.853 0.723
H -0.9447 -2.6191 2.8950 -1.943 0.028 2.943
H -1.1609 -0.9407 0.7609 -1.599 0.177 0.483
H 2.0499 1.0652 -2.4836 -0.620 -0.275 0.682
H 3.1427 2.3955 0.1370 -3.753 5.908 0.153
H -1.1264 4.3076 -1.3943 -2.415 3.379 -1.561
H -2.4587 -1.5762 1.8252 -0.638 0.265 0.268
H -3.6608 -2.3466 -0.1687 0.071 2.548 -0.263
H -5.4633 -0.3217 1.0909 -0.855 0.317 0.223
```
Forces are in eV/Å.

The total charge is 0. The calculation puts the relative energy (zero: lowest compared OMol25 entry of this formula, charge and spin) at 453.36 kcal per mole. Its HOMO energy is -8.1 eV. The largest force on an atom comes out at 0.3409 hartree/bohr. As for the frontier orbital gap: 0.3287 hartree.

Entry 3:
ORCA calculation (the ωB97M-V functional and the def2-TZVPD basis) on a structure of composition C22H23N5O3S in a non-equilibrium geometry.

```
54
Properties=species:S:1:pos:R:3:forces:R:3
S -2.2180 -3.4608 0.4290 3.509 -2.509 9.331
O 3.6974 0.0203 2.0811 2.596 -1.757 -5.127
O -2.2044 -4.5230 -0.3972 -0.342 -5.419 -7.337
O -2.3900 -4.0067 1.7932 -1.565 2.856 -0.500
N -3.1589 -2.3717 -0.0850 -2.245 0.593 14.681
N 3.4844 -1.1063 0.0473 -6.271 -3.161 1.085
N -2.6722 0.2573 -0.7313 0.718 2.076 -3.487
N 5.7214 -0.5455 -0.8504 1.586 -0.433 -0.212
N 7.2399 1.2841 0.5517 14.038 4.800 -8.797
C 6.9351 -0.2205 -1.3638 0.298 4.768 3.410
C -2.4404 -0.2128 0.6394 -4.882 6.830 0.677
C -1.5245 3.3528 0.3070 5.520 11.399 6.655
C 7.6990 0.8498 -0.8055 0.105 -2.018 2.081
C -2.1761 -0.7020 -1.7295 -2.483 -4.848 13.126
C -3.4647 4.8963 1.0407 10.147 -4.397 -2.975
C -3.4488 -1.2699 1.0490 9.062 -2.593 0.889
C 2.1250 -1.8009 0.2121 1.134 0.324 -2.453
C 0.2615 -3.0417 -0.8493 3.624 4.766 11.976
C 1.4859 -2.4730 -0.9241 1.516 -0.040 0.601
C 5.4875 -0.0398 0.3075 -3.099 -0.522 0.691
C -1.8661 1.6707 -1.3809 2.325 -3.956 11.354
C -3.7327 3.1073 -0.4907 0.548 -4.500 -1.710
C -2.3017 2.7277 -0.4141 -7.413 -3.293 -7.088
C -1.9946 4.8104 0.9378 -9.004 -9.186 -4.633
C -0.5325 -3.0320 0.6061 1.647 1.873 -6.602
C -4.2071 4.0626 0.2957 -3.954 0.205 -1.276
C -3.2140 -1.9562 -1.2353 -1.100 5.659 -13.155
C 1.3645 -1.8186 1.2688 -0.926 3.191 8.676
C 4.1666 -0.3836 0.9066 -2.228 1.711 4.633
C 6.2341 0.9047 0.9680 -8.635 -3.395 5.214
C 0.0294 -2.3027 1.5664 0.872 -0.803 -1.190
H -4.2641 -1.7499 -1.6999 1.403 0.328 1.303
H 7.1042 -0.5401 -2.2872 1.093 -1.692 -3.716
H -4.3443 -1.0105 0.9764 -7.672 2.441 -1.424
H -1.3925 5.2245 1.5236 5.111 4.006 4.561
H 8.8130 1.1238 -1.2084 -3.255 -0.365 1.261
H -0.5913 -2.1874 2.4529 0.911 0.421 0.343
H 3.7036 -1.3292 -0.8709 1.834 0.180 -1.538
H -2.8810 0.9360 1.2925 1.545 -3.452 -1.386
H -5.2679 4.3589 0.2127 0.340 -0.624 0.149
H -1.2262 -0.9810 -1.4774 2.902 -0.701 -0.400
H -1.4409 -0.2543 0.8300 2.804 -0.942 1.093
H 5.9812 1.2714 1.9474 -0.898 -0.192 0.451
H -2.4916 -0.4617 -2.5332 -3.021 2.965 -10.651
H -4.4339 2.3146 -1.1144 1.831 2.507 1.574
H -3.3489 -1.5159 2.1800 0.441 -0.561 -2.242
H -3.7950 5.6700 1.4245 -3.594 7.149 3.981
H -1.9379 1.6772 -2.3882 -0.150 0.076 -2.932
H -0.2054 -3.4358 -1.5152 -5.049 -4.935 -8.082
H 2.1549 -2.6604 -1.7443 -0.249 0.171 -0.934
H -0.7907 1.3796 -0.6514 -1.994 0.742 -3.698
H 1.7083 -1.2342 2.2759 -0.149 -1.302 -2.804
H -3.0033 -2.7911 -1.7612 1.095 -2.683 -2.909
H -0.4356 3.5196 0.3857 -0.374 -1.756 -0.537
```
Forces are in eV/Å.

The total charge is 0. The calculation puts the relative energy (zero: lowest compared OMol25 entry of this formula, charge and spin) at 528.04 kcal per mole. Its HOMO energy is -8.5 eV. The largest force on an atom comes out at 0.3354 hartree/bohr. As for the frontier orbital gap: 0.2813 hartree.